(1)
Computed, not measured: a 2-piece molecular cluster, C4H12OP overall at a distorted geometry, with the ωB97M-V functional and the def2-TZVPD basis.

Summary:
HOMO-LUMO gap (alpha / beta): 7.64 / 8.80 eV
highest occupied orbital energy (alpha / beta): -14.595 / -13.976 eV
charge: +1
largest force on an atom: 5.2 eV/A

Element x y z (Å)
1 C -1.9258 0.4547 2.3453
2 C 0.7311 -1.1610 0.3434
3 C 1.5616 1.4138 -0.8492
4 C -0.3380 -0.5297 -2.1345
5 O -2.2798 0.2539 1.0940
6 P 0.1663 0.2516 -0.5731
7 H -2.2325 1.2647 2.9144
8 H -0.8164 0.0312 2.4523
9 H -2.4246 -0.4102 2.9012
10 H 1.2899 -0.8911 1.3267
11 H 1.5737 -1.6390 -0.2596
12 H 0.0190 -1.9081 0.6292
13 H 1.6480 2.3262 -0.2728
14 H 1.6284 1.7955 -1.9495
15 H 2.5114 0.8069 -0.6114
16 H -0.4625 0.2023 -2.9217
17 H -1.1441 -1.1456 -1.7701
18 H 0.4943 -1.1162 -2.6647

Forces on the atoms, in the same order (eV/Å):
2.53 -4.53 0.54
3.18 0.03 2.06
1.60 -0.34 -1.57
1.89 0.24 -0.43
-0.36 0.62 -1.44
0.88 -0.07 -1.19
-0.28 2.26 0.55
-1.72 1.38 0.49
0.18 0.26 -0.29
-1.08 -0.09 -1.54
-1.17 0.51 0.40
-0.72 -0.23 -0.25
-0.49 -0.04 0.54
-0.39 -1.06 1.80
-1.33 0.78 -0.45
-1.27 0.32 0.11
-0.64 -0.29 -0.88
-0.81 0.26 1.54


(2)
Computed, not measured: a 2-piece molecular cluster, C4H9FNO overall at a distorted geometry, with the ωB97M-V functional and the def2-TZVPD basis.

Summary:
HOMO-LUMO gap: 11.20 eV
highest occupied orbital energy: -14.840 eV
charge: +1
largest force on an atom: 4.5 eV/A

Element x y z (Å)
1 C -2.5298 -0.0087 -0.1288
2 C 1.6849 0.4554 -0.6354
3 C 0.5277 -1.0770 0.8603
4 C -0.6028 0.8933 -0.0032
5 N 0.3788 -0.1461 -0.2753
6 O -2.6297 -1.0483 -0.6406
7 F -3.3710 0.7926 0.4194
8 H 1.5550 1.2029 -1.4160
9 H 2.1169 0.9380 0.2404
10 H 2.3708 -0.3112 -0.9941
11 H 0.7952 -0.5216 1.7583
12 H -0.4043 -1.6106 1.0372
13 H 1.3126 -1.8018 0.6512
14 H -0.5718 1.2924 0.9971
15 H -0.6778 1.6338 -0.7845
16 H 0.0452 -0.6832 -1.0857

Forces on the atoms, in the same order (eV/Å):
4.33 1.30 0.08
0.84 0.39 -0.30
0.00 -0.72 0.67
-4.30 -1.09 -0.14
-0.12 -0.10 -0.31
-0.41 -0.03 0.04
-0.37 0.01 0.02
-0.14 -0.09 0.01
-0.15 -0.07 0.03
-0.15 -0.08 0.09
0.00 0.13 -0.15
-0.03 0.12 -0.13
-0.03 0.09 -0.14
0.29 0.02 0.17
0.23 0.08 -0.10
-0.02 0.04 0.14


What did the first record say?
Computed, not measured: a 2-piece molecular cluster, C4H12OP overall at a distorted geometry, with the ωB97M-V functional and the def2-TZVPD basis.

Summary:
HOMO-LUMO gap (alpha / beta): 7.64 / 8.80 eV
highest occupied orbital energy (alpha / beta): -14.595 / -13.976 eV
charge: +1
largest force on an atom: 5.2 eV/A

Element x y z (Å)
1 C -1.9258 0.4547 2.3453
2 C 0.7311 -1.1610 0.3434
3 C 1.5616 1.4138 -0.8492
4 C -0.3380 -0.5297 -2.1345
5 O -2.2798 0.2539 1.0940
6 P 0.1663 0.2516 -0.5731
7 H -2.2325 1.2647 2.9144
8 H -0.8164 0.0312 2.4523
9 H -2.4246 -0.4102 2.9012
10 H 1.2899 -0.8911 1.3267
11 H 1.5737 -1.6390 -0.2596
12 H 0.0190 -1.9081 0.6292
13 H 1.6480 2.3262 -0.2728
14 H 1.6284 1.7955 -1.9495
15 H 2.5114 0.8069 -0.6114
16 H -0.4625 0.2023 -2.9217
17 H -1.1441 -1.1456 -1.7701
18 H 0.4943 -1.1162 -2.6647

Forces on the atoms, in the same order (eV/Å):
2.53 -4.53 0.54
3.18 0.03 2.06
1.60 -0.34 -1.57
1.89 0.24 -0.43
-0.36 0.62 -1.44
0.88 -0.07 -1.19
-0.28 2.26 0.55
-1.72 1.38 0.49
0.18 0.26 -0.29
-1.08 -0.09 -1.54
-1.17 0.51 0.40
-0.72 -0.23 -0.25
-0.49 -0.04 0.54
-0.39 -1.06 1.80
-1.33 0.78 -0.45
-1.27 0.32 0.11
-0.64 -0.29 -0.88
-0.81 0.26 1.54


Question: Which of these has the lowest largest force on an atom?
Answer: C4H9FNO